# 1
105
Properties=species:S:1:pos:R:3:forces:R:3:lowdin_charge:R:1 method="wB97M-V/def2-TZVPD" charge=+2 lumo_energy_ev="-5.7 / -10.5" e_above_lowest_ev=0.000 spin_multiplicity=2 max_force_ev_per_a=5.1 homo_lumo_gap_ev="7.53 / 2.77"
Y -0.5617 2.2844 3.7806 -1.934 -0.399 -4.651 1.877
C -0.4149 -0.2917 0.3049 -0.098 -0.217 -1.145 -0.085
C 0.4804 0.8792 0.4750 -0.539 1.009 2.063 -0.381
O 0.3326 1.4174 1.7971 -0.003 0.860 0.949 -0.406
H -1.4551 0.0270 0.3723 -0.083 -0.278 0.421 0.077
H -0.1385 -1.1358 0.9366 -0.239 0.055 0.100 0.068
H -0.2546 -0.5675 -0.7374 -0.189 -0.643 -0.179 0.065
H 0.2091 1.6170 -0.2800 -0.192 0.529 -0.110 0.084
H 1.4966 0.5971 0.1997 0.481 0.041 0.472 0.088
C -4.0541 2.5937 1.4554 -0.280 -2.145 -1.857 -0.114
C -3.9733 3.0636 2.8404 0.546 2.020 1.010 -0.411
O -2.6546 3.2636 3.2982 3.722 -1.487 0.934 -0.434
H -3.7661 1.5517 1.3163 0.700 -0.235 0.216 0.047
H -3.4727 3.1884 0.7508 0.118 0.238 0.238 0.065
H -5.0584 2.5086 1.0404 -0.406 0.674 0.324 0.082
H -4.5306 2.5340 3.6130 -0.247 -0.418 -0.374 0.114
H -4.3899 4.0677 2.7603 -0.446 0.245 0.555 0.105
C 3.5549 3.6610 -1.9559 -0.661 0.167 -2.436 -0.165
C 3.9825 3.2998 -0.5931 0.937 0.034 1.382 -0.194
C 3.0608 4.0801 0.2927 -0.642 0.852 -0.034 -0.191
O 2.2830 4.9451 -0.5607 -0.641 0.218 0.349 -0.146
C 2.8508 5.0439 -1.8679 1.102 -1.149 1.171 -0.168
H 2.7973 2.9539 -2.2939 0.023 -0.245 -0.212 0.097
H 4.3920 3.6244 -2.6530 -0.193 0.076 -0.197 0.122
H 5.0091 3.6048 -0.3900 0.141 -0.216 -0.189 0.121
H 3.8473 2.2554 -0.3121 0.391 -0.176 -0.521 0.104
H 3.5793 4.7120 1.0138 -0.025 -0.126 0.199 0.122
H 2.4215 3.3482 0.7864 -0.567 0.512 0.316 0.101
H 3.5932 5.8366 -1.9605 0.002 0.274 0.255 0.122
H 2.0482 5.2737 -2.5687 0.035 -0.335 -0.116 0.107
C -2.6380 3.1551 -3.4422 -1.728 0.984 -0.337 -0.162
C -1.6963 3.8763 -2.5388 0.361 -0.732 0.995 -0.104
C -0.4390 3.0525 -2.8581 -0.058 2.264 0.421 -0.085
O -0.5006 2.8886 -4.2672 -0.148 -0.600 -0.707 0.162
C -1.8790 2.9046 -4.7119 -0.407 -0.234 1.590 -0.047
H -3.5291 3.7469 -3.6516 -0.138 -0.171 0.017 0.145
H -2.9442 2.2407 -2.9340 -0.044 -0.201 -0.299 0.127
H -2.0729 3.7675 -1.5218 0.494 -0.029 0.156 0.128
H -1.5201 4.9405 -2.6955 -0.035 -0.097 -0.392 0.142
H -0.3577 2.0755 -2.3816 -0.229 -0.603 -0.059 0.145
H 0.4675 3.5953 -2.5904 0.496 -0.273 -0.391 0.130
H -2.1850 1.9193 -5.0637 0.763 -0.551 -0.685 0.168
H -2.0675 3.6237 -5.5091 0.703 0.156 -0.240 0.176
C -0.3398 -4.5685 -0.6448 0.416 1.048 0.370 -0.205
C -1.7557 -5.1324 -0.6399 0.544 0.243 0.358 -0.169
C -1.6243 -6.3145 -1.6141 0.794 1.382 -0.649 -0.145
O -0.2036 -6.5635 -1.7867 -0.191 -0.663 0.613 -0.133
C 0.5478 -5.7878 -0.8654 -1.146 0.610 -0.380 -0.192
H -0.1099 -4.0162 0.2664 -0.018 -0.315 0.415 0.071
H -0.1588 -3.7861 -1.3819 -0.188 -0.281 -0.658 0.101
H -2.4761 -4.3849 -0.9720 -0.140 -0.159 -0.123 0.090
H -1.9774 -5.3433 0.4063 -0.303 -0.635 -0.098 0.101
H -1.8302 -5.8619 -2.5841 -0.944 -0.595 -0.187 0.118
H -2.2210 -7.1983 -1.3883 0.299 -0.006 -0.054 0.126
H 1.4735 -5.4921 -1.3590 0.214 -0.428 0.344 0.122
H 0.6458 -6.3098 0.0864 0.563 -0.206 0.017 0.127
C -4.1362 -1.2903 -3.0928 -1.780 0.203 -0.461 -0.165
C -3.0332 -1.1986 -2.0886 -0.198 0.110 0.619 -0.176
C -1.8266 -0.9548 -2.9756 0.890 -0.946 0.365 -0.216
O -2.2230 -1.0359 -4.3318 0.717 1.064 -0.076 -0.119
C -3.4273 -1.7430 -4.3565 -0.889 -0.545 -0.298 -0.201
H -4.6249 -0.3240 -3.2167 0.210 0.261 -0.432 0.112
H -4.9807 -1.9256 -2.8256 0.255 -0.332 0.177 0.122
H -3.0352 -2.1381 -1.5358 0.634 -0.014 0.059 0.098
H -3.1003 -0.3861 -1.3651 -0.465 -0.053 0.043 0.099
H -1.1064 -1.7412 -2.7497 0.448 -0.023 -0.217 0.109
H -1.3413 -0.0040 -2.7555 -0.010 0.207 -0.299 0.086
H -3.2244 -2.8133 -4.3930 0.056 -0.328 0.498 0.126
H -3.9787 -1.5825 -5.2830 0.097 0.553 0.032 0.131
O -1.8413 0.4041 3.3646 -0.709 -1.225 0.216 -0.057
C -2.2569 -0.7339 3.1123 0.778 -0.991 0.175 -0.404
O -3.4092 -1.0017 2.5478 -2.089 2.266 0.502 0.078
C -3.7477 -2.3880 2.3975 2.134 -1.138 -2.096 -0.094
C -2.3503 -2.9718 2.3976 0.258 -2.409 0.538 -0.165
C -1.5562 -2.0803 3.3197 -0.165 1.170 -0.037 -0.041
H -4.0745 -2.5853 1.3765 -0.661 0.807 0.094 0.132
H -4.4062 -2.9800 3.0333 -0.255 1.437 0.909 0.148
H -1.9710 -3.1766 1.3964 0.254 0.689 0.020 0.092
H -2.4603 -3.9657 2.8313 0.430 -0.171 0.050 0.127
H -0.4877 -1.9340 3.1617 -0.069 -0.383 0.098 0.118
H -1.7945 -2.3861 4.3384 0.436 0.086 0.268 0.145
O 1.8043 2.5509 4.1350 0.132 0.784 0.030 -0.072
C 3.0022 2.3543 3.8737 -0.547 -1.280 0.462 -0.399
O 3.8960 3.3021 3.6744 -3.088 1.033 0.193 0.091
C 5.1272 2.8050 3.2969 2.576 -2.092 0.132 -0.153
C 4.9002 1.3136 3.0066 0.012 -0.294 0.774 -0.112
C 3.6293 0.9641 3.8308 0.305 1.286 -1.247 -0.029
H 5.8256 2.9049 4.1277 -0.063 0.343 0.056 0.142
H 5.5732 3.2660 2.4156 -0.527 0.570 0.173 0.133
H 5.7287 0.6870 3.3367 0.049 0.118 -0.463 0.125
H 4.7474 1.2693 1.9283 -0.210 -0.711 0.068 0.107
H 3.7913 0.6562 4.8638 0.361 -0.023 -0.005 0.148
H 2.9946 0.2199 3.3498 -0.096 0.296 0.133 0.096
O 4.8696 -1.9415 2.9709 -0.342 0.253 -0.722 0.123
C 4.2319 -2.2297 1.9858 -0.036 0.332 2.033 -0.471
O 4.5996 -3.1895 1.1662 2.329 -0.454 0.593 0.064
C 3.7941 -3.3742 0.0605 -1.381 0.338 -0.632 -0.131
C 2.4841 -2.6702 0.5037 -0.922 -1.111 -1.393 -0.158
C 2.8603 -1.7351 1.5928 -0.074 0.435 0.027 -0.101
H 3.7682 -4.4495 -0.1159 -0.468 0.112 -0.068 0.134
H 4.2185 -2.8998 -0.8243 0.174 0.084 0.010 0.132
H 1.7956 -3.3784 0.9647 0.048 -0.322 -0.478 0.101
H 1.9621 -2.1629 -0.3077 0.010 -0.241 -0.142 0.110
H 2.1135 -1.8955 2.3704 0.502 0.544 0.517 0.123
H 2.8542 -0.6942 1.2695 0.206 0.062 0.236 0.103

# 2
11
Properties=species:S:1:pos:R:3:forces:R:3:lowdin_charge:R:1 method="wB97M-V/def2-TZVPD" charge=0 lumo_energy_ev="-0.5 / -0.5" e_above_lowest_ev=7.562 max_force_ev_per_a=3.9 homo_lumo_gap_ev="8.27 / 8.40"
C 1.1180 -1.2452 0.5593 0.271 -0.448 0.703 0.144
C 0.9742 -0.0768 -0.3030 0.513 1.582 2.398 -0.367
C 0.1702 1.0591 0.3950 -0.916 -1.056 -3.083 -0.402
N -1.8688 -0.5128 -0.0618 -0.951 -3.740 0.345 -0.487
O -2.9866 -1.0043 -0.2168 1.212 1.249 0.001 -0.118
S -1.5937 1.0571 -0.1613 0.196 2.666 -0.283 0.964
H 1.2717 -2.1355 -0.0733 0.229 0.081 -0.026 0.008
H 1.9449 0.3324 -0.6350 -0.170 -0.473 -0.086 0.138
H 0.4128 -0.4387 -1.0781 -1.131 -0.457 -2.803 0.046
H 0.0751 0.9193 1.3934 0.236 -0.468 3.142 0.021
H 0.4823 2.0454 0.1815 0.511 1.065 -0.309 0.053

# 3
33
Properties=species:S:1:pos:R:3:forces:R:3:lowdin_charge:R:1 method="wB97M-V/def2-TZVPD" charge=+3 lumo_energy_ev=-14.1 e_above_lowest_ev=0.818 max_force_ev_per_a=6.0 homo_lumo_gap_ev=4.94
I 4.6290 0.3956 -1.3253 -0.715 -0.996 0.061 0.399
I 3.0383 -1.8755 -1.1836 -0.002 1.060 0.319 0.418
Ti -0.2125 -1.0659 0.0482 -2.715 -2.874 3.220 0.734
P -0.8753 -1.0282 -2.4140 -0.003 1.663 -1.774 0.770
C 0.3258 -0.7784 -3.7532 0.888 -0.065 0.378 -0.235
C -2.0716 -2.2120 -3.1725 -0.208 -0.300 0.951 -0.180
H -2.1504 0.8197 -1.4464 -0.063 0.426 -0.626 0.012
H -1.9776 0.9524 -3.2675 -0.194 0.213 0.107 0.089
H -0.5895 1.3810 -2.1961 -1.236 -0.352 -0.505 0.039
C -1.4889 0.7367 -2.3182 0.131 -0.696 0.395 -0.226
H -2.8876 -2.3898 -2.4490 0.233 -0.069 -0.521 0.057
H -2.4715 -1.7854 -4.1178 0.373 -0.056 0.599 0.097
H -0.2166 -0.7454 -4.7094 0.149 -0.019 0.297 0.092
H 1.0809 -1.5659 -3.7559 -0.186 -0.130 -0.308 0.031
H -1.5293 -3.1620 -3.3710 -0.350 0.579 0.078 0.085
H 0.8764 0.1612 -3.5976 -0.281 -0.207 -0.187 0.059
C 0.7585 0.5095 -0.7122 3.284 4.151 -2.792 -0.285
O 1.3276 1.3559 -1.2404 -1.562 -2.505 2.106 0.124
Cl -2.4661 -0.9667 0.4206 2.371 -0.235 -0.508 0.315
C 1.5650 -0.1329 4.1169 0.330 -0.022 0.106 -0.130
P 0.4484 0.4991 2.8617 0.335 1.418 3.319 0.714
C -1.1753 0.8457 3.5838 -0.212 -0.513 -0.615 -0.129
C 1.1253 1.9967 2.1181 0.048 -0.014 -0.721 -0.137
O 0.3013 -0.6921 1.8489 -0.247 0.002 -3.177 -0.484
H 2.5534 -0.3107 3.6627 -0.293 0.027 0.116 0.082
H 1.1746 -1.0912 4.4891 0.051 0.236 -0.093 0.087
H 1.7126 0.5428 4.9842 -0.292 -0.168 -0.582 0.102
H -1.1627 1.5117 4.4737 0.207 -0.390 -0.647 0.107
H -1.8301 1.2389 2.7915 0.195 0.284 0.302 0.063
H -1.6274 -0.1286 3.8300 0.246 0.249 0.307 0.083
H 1.9664 1.7308 1.4619 -0.022 0.080 0.278 0.058
H 0.3602 2.4905 1.5056 0.018 -0.071 0.108 0.075
H 1.4886 2.7624 2.8334 -0.278 -0.706 0.007 0.111